Below is a molecular structure, C41H55N5P2PdSSb, with properties calculated with ωB97M-V with the def2-TZVPD basis set.

Each line ends with the Löwdin charge.
Positions of all 106 atoms, in Å:
Sb1 -0.44 2.98 1.11  1.3411
Pd1 0.69 0.54 0.32  0.5877
S1 5.98 -0.39 -5.17  1.1252
P1 -1.26 -0.33 -2.26  1.2453
P2 1.30 -0.72 2.30  1.0776
N1 -1.29 -0.38 0.79  0.0020
N2 4.87 -1.42 -4.62  -0.1918
N3 1.57 -1.00 -1.09  0.0022
N4 2.52 1.50 -0.59  0.0093
N5 5.71 0.85 -4.19  -0.1884
C1 -2.60 -2.07 1.94  0.0134
C2 1.14 -2.24 -1.24  -0.1793
C3 -3.23 -1.61 -3.71  -0.0732
C4 2.58 -0.54 -1.86  -0.1813
C5 3.02 2.69 -0.27  -0.1136
C6 3.09 0.80 -1.59  -0.1561
C7 -1.01 0.66 -4.90  -0.0738
C8 -1.63 4.03 -0.32  -0.2748
C9 1.68 -3.12 -2.18  -0.0041
C10 2.74 -1.89 2.18  -0.5027
C11 -1.96 -1.90 -2.88  -0.4889
C12 3.86 -1.27 1.34  -0.0945
C13 0.87 1.39 4.14  -0.1164
C14 1.69 -0.75 5.12  -0.0888
C15 -0.25 -1.66 2.53  -0.2453
C16 3.16 -1.36 -2.84  -0.0697
C17 -1.40 -1.33 1.73  -0.2837
C18 -1.82 2.90 2.73  -0.2852
C19 4.15 1.32 -2.33  -0.0618
C20 0.75 4.64 1.73  -0.2968
C21 -0.37 -2.64 3.49  -0.0298
C22 -4.53 1.38 0.37  0.0216
C23 -4.56 1.67 -0.99  -0.2377
C24 -0.39 0.68 -3.49  -0.5011
C25 4.08 3.27 -0.96  0.0069
C26 -2.67 -3.05 2.90  0.0140
C27 -0.18 2.10 -2.97  -0.0975
C28 -3.50 1.19 -1.76  -0.0460
C29 4.72 0.50 -3.38  -0.2987
C30 -2.31 -2.86 -1.74  -0.0824
C31 2.69 -2.67 -3.00  0.0582
C32 -1.65 -4.42 4.75  -0.0076
C33 -1.56 -3.35 3.71  -0.2000
C34 -5.67 2.47 -1.61  -0.0110
C35 4.23 -0.80 -3.63  -0.3038
C36 -3.49 0.68 0.96  -0.0251
C37 4.65 2.59 -2.00  0.0557
C38 1.71 0.15 3.88  -0.5146
C39 2.44 -3.33 1.78  -0.0726
C40 -2.42 0.21 0.20  -0.3363
C41 -2.45 0.48 -1.19  -0.3022
H1 -2.98 -2.37 -1.02  0.0721
H2 0.22 2.11 -1.96  0.0215
H3 3.95 -0.19 1.47  0.0690
H4 2.20 -0.24 5.93  0.1025
H5 -3.46 -1.88 1.32  0.1166
H6 1.30 5.03 0.88  0.0119
H7 0.58 0.17 -3.55  0.1008
H8 1.31 -4.13 -2.25  0.1308
H9 -0.37 1.24 -5.56  0.1020
H10 1.44 4.37 2.52  0.0146
H11 3.71 -1.47 0.28  0.0601
H12 -3.08 -0.86 -4.48  0.0622
H13 1.02 2.15 3.37  0.0162
H14 -2.56 -4.32 5.33  0.1042
H15 0.35 -2.55 -0.58  0.0887
H16 -0.19 1.15 4.21  0.0729
H17 -3.50 0.51 2.03  0.1232
H18 5.48 3.00 -2.57  0.1397
H19 0.66 -0.93 5.44  0.0868
H20 4.81 -1.71 1.62  0.1003
H21 -1.42 3.46 3.57  0.0295
H22 2.18 -1.71 4.98  0.0709
H23 4.45 4.24 -0.65  0.1298
H24 -6.53 2.52 -0.96  0.0936
H25 -3.51 1.37 -2.84  0.1266
H26 -1.44 -3.24 -1.21  0.0575
H27 -2.14 3.35 -0.98  -0.0272
H28 3.38 -3.85 1.61  0.1012
H29 -0.80 -4.40 5.42  0.0920
H30 -2.00 1.13 -4.90  0.0851
H31 -5.34 3.49 -1.81  0.0993
H32 1.17 1.84 5.09  0.1046
H33 -2.76 3.36 2.41  0.0212
H34 -1.09 -0.34 -5.31  0.0831
H35 -5.98 2.04 -2.56  0.0955
H36 2.75 0.46 3.69  0.1197
H37 -1.11 2.66 -2.98  0.0792
H38 -2.01 1.88 3.03  -0.0155
H39 0.53 2.62 -3.62  0.1045
H40 -3.54 -2.54 -4.19  0.1060
H41 -2.37 4.63 0.22  0.0292
H42 2.57 3.19 0.57  0.0710
H43 0.09 5.42 2.09  0.0331
H44 1.86 -3.39 0.85  0.0528
H45 3.11 -1.90 3.21  0.0961
H46 3.14 -3.30 -3.75  0.1397
H47 0.47 -2.88 4.12  0.1054
H48 -2.85 -3.71 -2.16  0.1039
H49 -1.00 4.70 -0.89  0.0252
H50 -3.59 -3.60 3.03  0.1394
H51 -1.19 -2.33 -3.53  0.1201
H52 -5.34 1.73 1.00  0.1375
H53 1.90 -3.87 2.54  0.0733
H54 -4.04 -1.29 -3.05  0.0871
H55 -1.68 -5.41 4.27  0.1103

The LUMO energy (spin up / spin down) comes out at -7.9 / -10.3 eV. The value obtained for the HOMO energy (spin up / spin down) is -0.5667 / -0.5946 Eh. Its charge is +3. The value obtained for the largest force on an atom is 0.3 eV/Å. As for the spin multiplicity: 5.